Below is a 2-piece molecular cluster, H4OS2 overall, with properties calculated with the ωB97M-V functional and the def2-TZVPD basis.

Geometry as XYZ:
```
7
Properties=species:S:1:pos:R:3:mulliken_charge:R:1
S -0.57 -1.85 -0.88 -0.16
S -1.31 -0.07 -1.52 -0.17
H -0.82 -1.72 0.43 0.14
H -0.23 0.54 -2.06 0.16
O 0.68 1.06 1.08 -0.57
H 0.96 0.30 1.60 0.31
H 1.29 1.75 1.35 0.30
```

The structure (SMILES) is SS.O. The calculation puts the HOMO-LUMO gap at 9.39 eV. Its total charge is 0. The value obtained for the relative energy (zero: lowest compared OMol25 entry of this formula, charge and spin) is 5.6 kcal per mole. The lowest unoccupied orbital energy comes out at 0.5 eV. For the total energy, the calculation gives -873.9920 hartree.